C20H33O8 | ωB97M-V/def2-TZVPD

Summary:
Largest force on an atom ... 1.895 eV/A
Energy above the lowest of the compared OMol25 structures with the same formula, charge and spin ... 0.0 kJ/mol
HOMO-LUMO gap (spin up / spin down) ... 7.802 / 10.728 eV
Highest occupied orbital energy (spin up / spin down) ... -7.04 / -10.26 eV
Expectation value of S² ... 0.754

The geometry in ORCA input format:
```
! RIJCOSX wB97M-V def2-TZVPD def2/J DEFGRID3
* xyz 0 2
C -2.4093 0.8208 3.0036
C -1.3016 1.6639 2.3989
C -1.7764 2.5764 1.2403
C -0.5521 2.7976 0.3274
C 0.6162 2.0770 1.0423
C 1.7690 1.7288 0.1810
C 2.7214 0.7199 0.6968
C 2.2067 2.7708 -0.7766
C -0.0544 0.9330 1.8566
C -0.4148 -0.2149 0.9196
C -0.7660 -1.5233 1.5780
C 0.3833 -2.0448 2.4200
O -0.0039 -2.8528 3.4186
C 1.1048 -3.4109 4.1369
O 1.5703 -1.7938 2.2307
C -0.9873 -2.5552 0.4821
O 0.0449 -3.4060 0.3618
C -0.1068 -4.3559 -0.6918
O -1.9967 -2.6076 -0.2058
H -2.9908 0.2773 2.2408
H -1.9955 0.1207 3.7415
H -3.0891 1.4965 3.5434
H -0.9010 2.3274 3.1859
H -2.5991 2.1171 0.6723
H -2.1526 3.5221 1.6568
H -0.7378 2.3502 -0.6622
H -0.3190 3.8593 0.1688
H 1.0092 2.7959 1.7901
H 3.5589 0.5881 0.0048
H 3.1150 1.0431 1.6789
H 2.2727 -0.2628 0.8970
H 3.1338 2.4866 -1.2797
H 1.4646 2.9333 -1.5695
H 2.3849 3.7497 -0.2931
H 0.6129 0.5869 2.6619
H -1.2292 0.0829 0.2375
H 0.4554 -0.4155 0.2799
H -1.6931 -1.4885 2.1626
H 0.6489 -4.0656 4.8774
H 1.7440 -3.9742 3.4498
H 1.6984 -2.6207 4.6094
H 0.7651 -4.9993 -0.6027
H -1.0352 -4.9312 -0.5884
H -0.1103 -3.8288 -1.6513
H 0.9633 0.6203 -1.3231
C 1.0023 -0.1127 -2.1861
H 1.8456 -0.7960 -2.0605
C -0.2334 -0.9449 -2.4041
O -1.3721 -0.2298 -2.2173
C -2.5275 -0.8915 -2.7317
O -0.2498 -2.1000 -2.8006
C 1.1032 0.5740 -3.5202
O 0.6891 1.8618 -3.4761
C 0.4659 2.4065 -4.7695
O 1.4534 0.0251 -4.5493
H -3.3263 -0.1529 -2.7167
H -2.3240 -1.2231 -3.7585
H -2.7627 -1.7382 -2.0802
H 0.2767 3.4682 -4.6228
H 1.3460 2.2379 -5.3960
H -0.4083 1.9220 -5.2194
*
```

Atom charges from the Löwdin analysis, given in e for atoms 1 to 8: -0.065 -0.334 -0.139 -0.130 -0.268 -0.332 -0.059 -0.069